(1)
Molecular formula: C9H4Cl2IrN2O3V
Method: DFT, the ωB97M-V functional and the def2-TZVPD basis

For the calculated total energy, the calculation gives -72035.574 eV. The calculation puts the HOMO-LUMO gap (alpha / beta) at 0.2063 / 0.1403 Ha. The calculation puts the LUMO energy (alpha / beta) at -16.5579 / -20.6581 eV. The expectation value of S² is 12.066.

Geometry as ORCA input:
```
! RIJCOSX wB97M-V def2-TZVPD def2/J DEFGRID3
* xyz 4 7
Ir -0.08876 0.32743 -4.32264
V 0.13520 0.12739 -0.94958
Cl -1.12499 1.14255 -2.43487
Cl 2.15588 -0.61183 -1.23466
C -0.97190 -1.29954 -0.62791
C -0.18292 1.24183 -5.97146
C 0.65172 -0.80225 -5.61417
O -1.72561 -2.17365 -0.41225
O -0.18432 1.58743 -7.08972
O 1.06672 -1.35866 -6.55531
N 1.18579 -2.14516 4.62868
C 1.08402 -1.19691 3.94459
C 0.76894 -0.02726 3.13382
C 0.47027 1.20380 3.72289
C -0.09455 2.16760 2.90815
C -0.27927 1.93991 1.53186
N 0.05205 0.73640 0.95754
C 0.74740 -0.16706 1.74111
H 0.63200 1.33285 4.79086
H -0.32398 3.16254 3.28406
H -0.67131 2.72254 0.85845
H 1.24283 -1.00016 1.22884
*
```



(2)
Molecular formula: C22H32F9NO12
Method: DFT, the ωB97M-V functional and the def2-TZVPD basis

For the calculated total energy, the calculation gives -73849.046 eV. The calculation puts the HOMO-LUMO gap at 0.3649 Ha. As for the structure (SMILES): CCC[C@]1(ON=O)OC(=O)O[C@]1(O)[C@@H](C)CC.CCOC(=O)C(F)(F)F.CCOC(=O)C(F)(F)F.CCOC(=O)C(F)(F)F. The calculation puts the LUMO energy at -1.1358 eV.

Geometry as ORCA input:
```
! RIJCOSX wB97M-V def2-TZVPD def2/J DEFGRID3
* xyz 0 1
C -0.13240 4.60700 -0.75898
C 0.67707 3.68071 -1.67844
C 1.06228 2.31255 -1.11009
C 0.03197 1.15213 -1.02565
O -0.26824 0.74809 0.30054
N -0.58728 1.84051 1.18355
O -0.15726 1.63011 2.23599
O 0.76126 -0.00813 -1.51908
C 0.50354 -0.10312 -2.83677
O 0.96626 -0.90865 -3.56836
O -0.34839 0.90668 -3.20481
C -1.15976 1.08775 -2.03640
O -1.81576 -0.15064 -1.86474
C -2.18538 2.19696 -2.20838
C -3.17393 1.79796 -3.32422
C -2.95439 2.59132 -0.93473
C -3.71368 1.48552 -0.19456
H -0.68359 4.07462 0.00711
H -0.84710 5.18809 -1.34231
H 0.51848 5.32186 -0.25882
H 1.62313 4.18422 -1.88515
H 0.20465 3.57114 -2.65145
H 1.51987 2.45155 -0.12952
H 1.85527 1.92534 -1.74513
H -1.96312 -0.31697 -0.92606
H -1.69431 3.09567 -2.57526
H -3.96699 2.54355 -3.36876
H -2.65900 1.78794 -4.28234
H -3.63261 0.83378 -3.13953
H -2.32563 3.12039 -0.22644
H -3.69899 3.31674 -1.26710
H -3.03436 0.84711 0.37392
H -4.41770 1.90964 0.51570
H -4.23676 0.84064 -0.89854
C 1.54891 -1.75327 1.52963
C 1.93268 -1.44790 2.95820
O 2.80805 -2.45412 3.51344
C 4.08911 -2.34342 3.20260
O 4.60191 -1.50535 2.52494
C 4.88505 -3.45655 3.91292
F 4.28275 -4.64103 3.78766
F 4.97846 -3.16966 5.22063
F 6.10954 -3.54469 3.41278
H 1.10503 -2.74733 1.45663
H 0.83215 -1.01803 1.17632
H 2.41774 -1.72933 0.87246
H 1.05535 -1.45462 3.60235
H 2.40535 -0.46992 3.04657
C -0.96530 -3.14866 -5.10409
C -0.14496 -2.63514 -6.26294
O -0.53385 -3.26697 -7.50570
C -1.60550 -2.77446 -8.09855
O -2.28749 -1.86373 -7.73423
C -1.85866 -3.53622 -9.41549
F -1.75345 -4.85669 -9.24164
F -0.95856 -3.16073 -10.33387
F -3.07256 -3.26688 -9.88184
H -0.89702 -4.23525 -5.03563
H -0.59805 -2.71095 -4.17888
H -2.01627 -2.88372 -5.21937
H 0.90523 -2.88514 -6.13754
H -0.22486 -1.55456 -6.36478
C 2.93025 -0.16239 7.41413
C 1.59722 -0.66774 6.90880
O 0.51313 -0.23148 7.75447
C 0.07426 0.99815 7.54246
O 0.46380 1.77518 6.72351
C -1.09507 1.30010 8.50128
F -0.81265 0.91183 9.74671
F -2.18894 0.64379 8.09246
F -1.36143 2.59989 8.51025
H 3.08505 -0.46928 8.44846
H 3.73660 -0.56832 6.80397
H 2.97940 0.92507 7.37301
H 1.56283 -1.75432 6.93796
H 1.40762 -0.34821 5.88474
*
```



(3)
Molecular formula: C43H34IN5O5ReS3SbSe4
Method: DFT, the ωB97M-V functional and the def2-TZVPD basis

For the calculated total energy, the calculation gives -373466.683 eV. The calculation puts the HOMO-LUMO gap (alpha / beta) at 0.2037 / 0.2035 Ha. The calculation puts the LUMO energy (alpha / beta) at -6.5656 / -6.5719 eV.

Geometry as ORCA input:
```
! RIJCOSX wB97M-V def2-TZVPD def2/J DEFGRID3
* xyz 2 1
Re -0.12986 -2.20648 0.89676
N 1.26704 -1.72698 -0.32399
S 2.11896 -1.03447 -1.32768
N 1.42925 0.32511 -1.87053
S 0.89865 1.49819 -0.99492
N 0.08625 1.18217 0.27175
S -1.31654 0.46091 0.63884
N -1.46720 -0.98705 0.18056
C -2.59144 1.35713 -0.22841
C -2.81429 0.99663 -1.55063
C -3.80673 1.64409 -2.26482
C -4.56982 2.63072 -1.65235
C -4.34543 2.97527 -0.32789
C -3.35030 2.33663 0.39699
C -1.47086 0.99010 2.33990
C -2.06567 0.18101 3.28918
C -2.22653 0.66967 4.57733
C -1.80560 1.95238 4.89396
C -1.20479 2.75308 3.92996
C -1.02982 2.27564 2.64394
C 0.01979 2.52448 -2.13177
C -0.18127 2.15018 -3.44913
C -0.88581 3.01302 -4.27370
C -1.37077 4.21343 -3.77341
C -1.15710 4.57120 -2.44578
C -0.45095 3.72420 -1.61192
C 2.24653 2.48356 -0.40636
C 3.22797 2.79514 -1.33996
C 4.31023 3.55509 -0.93414
C 4.39638 3.99335 0.38275
C 3.40522 3.67100 1.29997
C 2.31521 2.90974 0.90911
C 2.34057 -1.86668 -2.87680
C 2.00504 -3.20243 -3.00930
C 2.14400 -3.80099 -4.25149
C 2.62224 -3.06330 -5.32615
C 2.96470 -1.72394 -5.17698
C 2.82315 -1.11236 -3.94412
C 3.73089 -0.73227 -0.64172
C 4.88257 -1.09987 -1.32242
C 6.10329 -0.95117 -0.68094
C 6.15578 -0.46209 0.61657
C 4.99187 -0.09310 1.28274
C 3.76974 -0.23229 0.65237
H -2.23010 0.20120 -1.99683
H -3.99799 1.37107 -3.29365
H -5.35933 3.12315 -2.20488
H -4.95392 3.73122 0.14913
H -3.19187 2.58949 1.43542
H -2.39951 -0.81465 3.04950
H -2.68415 0.04455 5.33165
H -1.95272 2.33362 5.89562
H -0.87908 3.75338 4.18175
H -0.56241 2.88233 1.88243
H 0.21241 1.20817 -3.80989
H -1.05424 2.75070 -5.30921
H -1.91377 4.88530 -4.42479
H -1.52982 5.51257 -2.06649
H -0.25838 3.99051 -0.57902
H 3.13810 2.44338 -2.36054
H 5.08370 3.80722 -1.64648
H 5.24215 4.59198 0.69336
H 3.47507 4.01011 2.32456
H 1.54540 2.63047 1.61788
H 1.64145 -3.76600 -2.15865
H 1.86568 -4.83704 -4.38297
H 2.73001 -3.53710 -6.29284
H 3.33573 -1.15207 -6.01641
H 3.06431 -0.06663 -3.80713
H 4.83621 -1.50604 -2.32423
H 7.01299 -1.23079 -1.19410
H 7.11035 -0.38638 1.11998
H 5.03182 0.28087 2.29663
H 2.84973 0.03764 1.15485
Se -1.76083 -5.65151 -4.14704
Sb -1.93931 -6.12787 -1.85195
Se -0.69652 -3.92340 -0.32903
Se 0.61515 -5.64841 0.02370
Se 0.31126 -7.39704 -1.43564
O 0.79440 -0.65759 2.29279
N 1.62056 -1.52198 2.73518
O 2.49280 -1.25860 3.50629
O 1.46054 -2.70621 2.25862
I -7.64989 -1.91636 5.13217
C -5.88700 -2.60357 4.22309
C -5.39081 -1.92469 3.11787
C -4.18455 -2.32424 2.56832
C -3.48062 -3.39120 3.12444
C -4.02196 -4.11226 4.18028
C -5.22714 -3.71102 4.73568
C -2.17808 -3.75975 2.51226
O -1.89669 -4.88209 2.15359
O -1.32179 -2.74140 2.36651
H -5.94154 -1.10274 2.68139
H -3.79916 -1.82129 1.68843
H -3.48824 -4.96623 4.57597
H -5.65294 -4.27038 5.55708
*
```